The following is a DFT calculation (ωB97M-V with the def2-TZVPD basis set) of 9 unconnected molecules or ions with the total composition C36H66O18 in a non-equilibrium geometry.

```
120
C36H66O18, DFT ωB97M-V with the def2-TZVPD basis set
C -0.6309 8.7601 0.0398
C -1.8391 7.9956 -0.4651
O -1.4145 6.7092 -0.9223
C -2.3287 5.8896 -1.4408
C -1.7425 4.5628 -1.8259
O -3.4967 6.1657 -1.5487
H 0.1758 8.7783 -0.6901
H -0.2452 8.2821 0.9438
H -0.9357 9.7775 0.2746
H -2.6083 7.9001 0.3004
H -2.2766 8.5475 -1.3028
H -0.7021 4.7240 -2.1209
H -2.2414 4.1099 -2.6723
H -1.7101 3.9290 -0.9403
C -2.2874 0.3976 0.2828
C -0.8334 0.6809 -0.1496
O -0.5536 -0.0053 -1.3788
C -0.1152 -1.2624 -1.3051
C 0.5271 -1.7174 -2.5855
O -0.1679 -1.9196 -0.3112
H -2.6979 1.0810 1.0176
H -2.3305 -0.6133 0.6984
H -2.9027 0.3912 -0.6185
H -0.7839 1.7456 -0.3792
H -0.1893 0.4073 0.6786
H 1.4233 -1.1191 -2.7531
H -0.1027 -1.5447 -3.4566
H 0.7218 -2.7809 -2.4975
C 2.1203 -4.8961 4.5307
C 3.0450 -4.0534 3.6915
O 2.2665 -2.9555 3.1374
C 2.9315 -1.9523 2.5887
C 2.0305 -0.8991 2.0144
O 4.1196 -1.8984 2.5237
H 2.6993 -5.6348 5.0844
H 1.4303 -5.4603 3.9006
H 1.5675 -4.2837 5.2396
H 3.8306 -3.6409 4.3233
H 3.4846 -4.5972 2.8574
H 1.1746 -0.7940 2.6932
H 1.5627 -1.2292 1.0812
H 2.5383 0.0424 1.8649
C -4.7581 2.6828 -1.3703
C -5.9573 1.8795 -0.9278
O -6.4871 1.1915 -2.0597
C -6.2940 -0.1366 -2.1395
C -6.8912 -0.6899 -3.4061
O -5.7376 -0.7970 -1.2984
H -4.3781 3.4153 -0.6453
H -4.9404 3.3270 -2.2282
H -3.9253 1.9858 -1.4773
H -5.7195 1.2030 -0.1065
H -6.7381 2.5184 -0.5066
H -6.3013 -0.4093 -4.2761
H -7.9192 -0.3536 -3.5290
H -6.9248 -1.7743 -3.3298
C 4.4297 0.3524 -1.1941
C 5.5078 -0.2920 -2.0331
O 6.6630 -0.4818 -1.2216
C 7.4321 -1.5329 -1.4663
C 8.5760 -1.6870 -0.5186
O 7.2467 -2.2631 -2.3808
H 4.1430 -0.2408 -0.3191
H 3.4946 0.4053 -1.7641
H 4.6896 1.3577 -0.8700
H 5.2204 -1.2620 -2.4425
H 5.7221 0.3674 -2.8799
H 9.3995 -2.1165 -1.0761
H 8.2328 -2.3575 0.2734
H 8.8855 -0.7581 -0.0484
C -2.1721 0.5823 4.2120
C -1.6772 1.9875 3.9326
O -0.3495 2.2134 4.3984
C 0.6579 2.1666 3.5277
C 1.9500 2.6067 4.1575
O 0.5706 1.8721 2.3650
H -3.1955 0.5117 3.8364
H -2.2385 0.4328 5.2907
H -1.5858 -0.2258 3.7884
H -1.9106 2.3242 2.9205
H -2.3200 2.6698 4.5042
H 2.8059 2.0888 3.7433
H 1.9085 2.3883 5.2282
H 2.0404 3.6870 4.0586
O 4.6214 -6.3580 0.6198
C 3.8869 -5.5142 0.2400
C 4.2457 -4.1541 -0.2878
C 2.9473 -3.6448 -0.8933
C 1.9028 -4.4932 -0.1444
O 2.5564 -5.7084 0.2193
H 4.6870 -3.5733 0.5302
H 5.1093 -4.3299 -0.9353
H 2.7539 -2.5801 -0.7612
H 2.9012 -3.8036 -1.9708
H 1.5064 -3.9443 0.7095
H 1.0719 -4.7530 -0.7963
O -4.7036 -3.2258 3.7856
C -3.6166 -3.4452 3.3577
C -3.0353 -4.7405 2.8380
C -1.7872 -4.2817 2.1044
C -1.4200 -2.9843 2.8446
O -2.6381 -2.5095 3.3996
H -2.8143 -5.3231 3.7390
H -3.7470 -5.3032 2.2412
H -0.9920 -5.0164 2.0517
H -2.0596 -4.0237 1.0779
H -0.6733 -3.1829 3.6182
H -1.0174 -2.2303 2.1742
O -0.5589 2.8530 -7.4175
C -0.8672 2.3594 -6.3996
C -0.7057 2.9330 -5.0045
C -0.9940 1.7092 -4.1050
C -1.7894 0.7736 -5.0135
O -1.4656 1.1641 -6.3534
H 0.2883 3.3475 -4.8802
H -1.4431 3.7325 -4.9079
H -0.0339 1.2398 -3.8818
H -1.4224 1.9722 -3.1431
H -1.4866 -0.2641 -4.8824
H -2.8750 0.8443 -4.8976
```

**Electronic energy**: -75259.8569 eV
**LUMO**: 0.15 eV
**HOMO level**: -10.25 eV
**Orbital gap**: 0.38190 Eh
**Net charge**: 0
**SMILES**: CCOC(C)=O.CCOC(C)=O.CCOC(C)=O.CCOC(C)=O.CCOC(C)=O.CCOC(C)=O.O=C1CCCO1.O=C1CCCO1.O=C1CCCO1


The following is a DFT calculation (ωB97M-V with the def2-TZVPD basis set) of C21H22N2O5 in the gas phase.

```
50
C21H22N2O5, DFT ωB97M-V with the def2-TZVPD basis set
C 2.6105 0.8064 3.8056
C 2.8742 -0.6960 3.8599
O 1.9767 -1.4376 3.0594
C 0.6890 -1.6400 3.4807
C 0.2056 -1.2911 4.7349
C -1.0993 -1.5797 5.0984
C -1.9459 -2.2140 4.2106
C -1.4852 -2.5515 2.9513
C -0.1792 -2.2738 2.5720
N 0.2515 -2.6376 1.2837
C 1.0847 -1.7794 0.4697
C 0.9020 -2.3205 -0.9604
C -0.1833 -1.5300 -1.7054
O -1.2575 -1.9951 -2.0016
N 0.2218 -0.2588 -1.9802
C -0.4832 0.7747 -2.6117
C -1.7911 0.6340 -3.0670
C -2.4129 1.6916 -3.6991
C -1.7602 2.9038 -3.8803
C -0.4611 3.0593 -3.3880
C 0.1702 1.9917 -2.7685
O 0.2234 4.2440 -3.4895
C -0.6036 5.3358 -3.8282
C -1.5515 4.9478 -4.9621
O -2.4124 3.9136 -4.5434
C 0.4711 -3.7677 -0.7436
C -0.0820 -3.8089 0.6719
O -0.6895 -4.7239 1.1722
H 1.6178 1.0398 4.1824
H 3.3488 1.3294 4.4071
H 2.6791 1.1587 2.7790
H 3.8573 -0.9153 3.4326
H 2.8651 -1.0579 4.8946
H 0.8468 -0.8062 5.4538
H -1.4448 -1.3051 6.0836
H -2.9628 -2.4402 4.4901
H -2.1339 -3.0456 2.2469
H 0.7620 -0.7395 0.5794
H 2.1319 -1.8535 0.7833
H 1.8314 -2.2459 -1.5305
H 1.1592 -0.0053 -1.6996
H -2.3067 -0.3011 -2.9349
H -3.4198 1.5957 -4.0711
H 1.1783 2.1375 -2.4106
H 0.0616 6.1477 -4.1256
H -1.1940 5.6428 -2.9539
H -2.1883 5.7851 -5.2505
H -0.9608 4.6173 -5.8280
H -0.3112 -4.0649 -1.4428
H 1.3004 -4.4702 -0.8266
```

**Electronic energy**: -35352.1554 eV
**LUMO**: 0.41 eV
**HOMO level**: -8.02 eV
**Orbital gap**: 0.30988 Eh
**Net charge**: 0
**SMILES**: CCOc1ccccc1N1C[C@H](C(=O)Nc2ccc3c(c2)OCCO3)CC1=O